No. 1
Entry from OMol25: C22H58O8Zn as an isolated structure (wB97M-V/def2-TZVPD).

CARTESIAN COORDINATES (ANGSTROEM)
Zn -4.382570 0.212108 2.933803
C -6.449544 1.742547 -0.745291
C -7.013556 0.361654 -0.386000
O -6.526808 -0.228925 0.783683
H -5.371300 1.696518 -0.898142
H -6.738903 2.467260 0.015747
H -6.808853 1.975030 -1.747772
H -6.629570 -0.337825 -1.128563
H -8.098191 0.410046 -0.482475
C 0.340093 -0.649127 -0.395820
C -0.666153 0.426962 0.053683
O -1.352156 0.431474 1.307974
H 0.580756 -0.328522 -1.409428
H -0.094303 -1.645306 -0.479660
H 1.194439 -0.769281 0.270311
H -1.384168 0.548474 -0.757375
H -0.140247 1.381668 0.044948
C 1.387660 4.784806 2.585640
C 0.011586 5.475848 2.565988
C -0.503478 5.836487 1.157214
O -0.963209 4.573522 3.130603
H 2.151686 5.461016 2.202088
H 1.322939 3.873495 1.991141
H 1.771911 4.514841 3.569294
H 0.083741 6.409539 3.123769
H 0.304024 6.325633 0.612442
H -1.452392 6.364762 1.064580
H -0.670393 4.946172 0.550937
H -0.945412 3.721856 2.687949
C -4.841675 -7.430876 1.021008
C -4.686682 -6.056317 1.642420
C -3.447681 -5.218738 1.185261
O -5.765317 -5.222571 1.199766
H -5.073357 -7.282800 -0.033743
H -5.675276 -7.989154 1.447068
H -3.945238 -8.008035 1.247689
H -4.779054 -6.141700 2.725142
H -2.558197 -5.671563 1.623309
H -3.606505 -4.211441 1.570280
H -3.275663 -5.089446 0.116712
H -5.426849 -4.674647 0.487852
C 6.568061 0.753870 0.534551
C 7.078894 1.232590 1.923487
C 7.877273 0.142711 2.713699
O 7.927557 2.332393 1.773830
H 6.314680 -0.298397 0.663436
H 7.259638 1.018135 -0.265437
H 5.582688 1.115323 0.240467
H 6.272986 1.439357 2.627662
H 7.335107 -0.778696 2.926259
H 8.197117 0.492408 3.695285
H 8.801232 -0.089700 2.184178
H 8.432292 2.179456 0.971680
C -1.268890 6.608756 -6.398996
C -0.753604 6.464177 -4.946663
C -1.361555 5.270045 -4.216063
O 0.564568 6.429752 -4.972559
H -2.344069 6.764160 -6.309841
H -0.855124 5.831905 -7.041966
H -0.874694 7.493590 -6.898775
H -0.965712 7.308072 -4.290192
H -1.721766 4.505056 -4.903907
H -2.279149 5.634432 -3.754174
H -0.718773 4.836341 -3.450013
H 0.920103 7.314768 -5.081860
C 3.666020 0.093132 5.714418
C 2.751497 -0.486201 4.610305
C 2.632210 -1.996617 4.816325
O 1.550498 0.196427 4.733396
H 4.657368 -0.351240 5.803049
H 3.174798 -0.021723 6.680655
H 3.877608 1.160248 5.646608
H 2.810748 -0.287739 3.540160
H 3.539288 -2.492633 4.470952
H 1.937653 -2.204553 4.002418
H 2.213203 -2.388980 5.742924
H 1.132076 0.275682 3.873022
C -0.298272 -4.670667 -4.642170
C 0.331678 -6.092122 -4.760605
C 0.061863 -7.022451 -3.551106
O -0.221888 -6.694834 -5.945378
H 0.346375 -3.972729 -4.107924
H -1.308705 -4.698000 -4.234270
H -0.497430 -4.306215 -5.649936
H 1.385361 -5.935198 -4.991274
H 0.551207 -6.646721 -2.652518
H 0.445786 -8.023063 -3.749788
H -0.985216 -7.055877 -3.250104
H 0.381283 -7.363876 -6.277275

Force components x, y, z for each atom (eV/Å):
-0.17 0.02 -1.40
0.45 -0.45 -0.41
1.00 -0.54 0.96
0.01 0.64 0.05
0.12 0.03 0.57
0.07 0.11 -0.23
-0.46 0.37 0.17
0.00 -0.12 -0.74
-0.28 -0.07 0.53
-0.98 -0.13 0.55
-0.95 -0.13 1.65
0.98 -0.48 -1.25
0.62 -0.15 0.06
-0.30 0.00 0.02
0.17 0.38 -0.19
-0.47 0.03 -0.25
0.28 0.53 -0.03
-0.13 0.56 -0.32
-0.59 -1.16 -0.80
1.10 -0.56 -0.55
-0.03 1.00 1.00
0.02 -0.09 -0.45
0.24 0.00 -0.18
-0.61 0.00 0.23
-0.46 -0.29 0.56
-0.16 0.58 -0.06
0.25 0.36 0.62
0.06 -0.50 0.22
0.29 0.03 -0.29
0.13 0.19 0.32
-0.02 1.34 -1.66
0.11 -1.03 1.39
-1.00 -0.17 0.38
0.47 -0.35 -0.13
-0.12 0.23 0.14
0.11 -0.17 -0.53
0.35 0.28 0.08
0.31 0.33 -0.07
0.28 -0.04 0.29
-0.42 -0.57 -0.20
-0.19 0.00 -0.02
-0.91 -0.31 1.34
0.37 -1.73 0.38
0.13 0.05 -0.42
-0.07 1.01 0.13
0.73 -0.37 -0.58
0.14 -0.55 0.04
0.10 0.82 0.19
-0.30 0.76 -0.45
-0.23 -0.05 -0.38
-0.14 0.48 -0.06
0.01 -0.23 -0.18
0.15 0.12 0.00
-0.14 0.90 0.96
-2.97 0.52 -0.23
-0.72 -0.04 -0.43
5.21 -0.93 0.10
-0.19 -0.61 -0.78
-0.73 -0.61 0.32
0.07 0.47 0.42
-1.06 0.57 -0.35
0.41 -0.26 -0.07
0.00 -0.07 0.30
0.07 0.16 -0.13
0.05 -0.11 -0.08
0.58 0.61 -0.59
0.70 -0.06 1.06
-0.71 0.22 -1.94
-2.43 0.79 1.34
-0.12 -0.47 -0.23
-0.25 -0.28 -0.11
-0.31 0.15 -0.40
2.59 -0.42 -0.16
0.22 -0.05 0.56
-0.45 -0.80 0.17
0.33 0.38 0.11
-0.19 -0.05 0.14
-0.24 -0.93 -0.50
-0.91 0.28 -0.15
0.60 0.84 -0.02
-0.35 0.22 0.04
-0.15 -0.09 0.09
0.13 -0.13 0.55
0.52 0.11 -0.12
0.29 -0.19 0.58
0.36 0.06 -0.01
-0.13 -0.02 0.01
-0.16 -0.10 -0.58
0.04 -0.05 0.12

---

No. 2
Entry from OMol25: a 4-piece molecular cluster, C22H59BIN5O7P overall (wB97M-V/def2-TZVPD).

CARTESIAN COORDINATES (ANGSTROEM)
C 2.897466 1.763872 0.847013
C 1.398769 1.942536 1.066199
C 0.980247 3.419085 1.112736
C 0.000542 3.815423 2.234735
N -1.394015 3.789518 1.821478
B -2.035971 2.476797 1.456236
I -4.195938 2.987703 0.739765
P -2.018774 1.115762 2.962296
N -3.669574 0.672051 3.264089
O -1.442193 -0.204056 2.088395
H 3.485386 2.045471 1.728120
H 3.254985 2.414476 0.039066
H 3.177174 0.743633 0.567085
H 1.095946 1.448511 1.995657
H 0.851728 1.396197 0.297625
H 0.479418 3.691545 0.176343
H 1.876880 4.047481 1.183706
H 0.203383 3.146375 3.094488
H 0.235647 4.832297 2.566279
H -1.965652 4.293494 2.489377
H -1.527294 1.919153 0.495660
H -4.049683 -0.051360 2.662085
H -3.793336 0.401575 4.231130
H -1.670603 -0.112936 1.144118
C 0.981802 -0.490247 -5.065794
O 0.146150 -1.608549 -5.240257
C 0.636522 -2.852096 -4.760951
C 0.237936 -3.157053 -3.325951
N 1.049867 -2.417337 -2.375359
C 0.665605 -2.521503 -0.977610
C -0.680661 -1.943761 -0.553258
O -0.726470 -0.530294 -0.619829
C -1.107801 0.054520 -1.844798
H 0.589069 0.299489 -5.705655
H 0.990747 -0.123713 -4.037235
H 2.021574 -0.696337 -5.348385
H 1.730595 -2.887336 -4.839658
H 0.214578 -3.607723 -5.425737
H 0.426119 -4.224134 -3.150048
H -0.847893 -3.007827 -3.233389
H 1.134389 -1.445385 -2.632522
H 1.430838 -2.014192 -0.384570
H 0.690020 -3.580290 -0.689449
H -0.821337 -2.189170 0.502476
H -1.516013 -2.372317 -1.123181
H -1.907588 -0.519203 -2.328177
H -0.280092 0.136877 -2.554631
H -1.478055 1.052311 -1.607685
C -1.669518 -5.068910 2.518191
O -1.486004 -4.411012 3.746494
C -1.760990 -3.004597 3.707741
C -2.939493 -2.661514 4.576032
N -4.161981 -3.232443 4.039726
C -5.359344 -3.035112 4.833274
C -5.379248 -3.580376 6.258272
O -5.384063 -4.998959 6.341996
C -4.109128 -5.604836 6.315986
H -1.271319 -6.077827 2.625565
H -2.723837 -5.133455 2.219382
H -1.133218 -4.564180 1.705359
H -1.950310 -2.688089 2.679336
H -0.880113 -2.462996 4.057659
H -3.028081 -1.572370 4.575771
H -2.716566 -2.973269 5.607848
H -4.022045 -4.212519 3.835702
H -6.201838 -3.476323 4.294376
H -5.555474 -1.957470 4.894678
H -6.306918 -3.248313 6.730057
H -4.541878 -3.185972 6.846714
H -3.378268 -5.013947 6.879669
H -3.708352 -5.732979 5.306617
H -4.209108 -6.584283 6.783131
C 6.266998 3.895239 -4.952138
O 5.738778 4.427967 -3.760840
C 4.698604 5.384851 -3.936090
C 3.366366 4.849269 -3.457996
N 2.919055 3.754284 -4.295729
C 1.679024 3.113889 -3.881320
C 1.611132 2.466212 -2.505843
O 2.372769 1.277780 -2.382958
C 3.741258 1.450459 -2.095137
H 7.152050 3.321697 -4.681413
H 5.563384 3.236966 -5.474825
H 6.559172 4.687578 -5.651303
H 4.626053 5.662295 -4.993399
H 4.960058 6.274260 -3.357409
H 2.634521 5.662886 -3.522575
H 3.458836 4.593969 -2.392639
H 3.656595 3.068241 -4.379860
H 1.437352 2.345962 -4.620882
H 0.877473 3.860145 -3.929315
H 0.574270 2.171786 -2.324933
H 1.891159 3.167775 -1.712039
H 3.902678 2.315669 -1.442154
H 4.356573 1.591477 -2.991168
H 4.078497 0.551758 -1.579642

Force components x, y, z for each atom (eV/Å):
0.24 0.26 0.03
-0.05 -0.22 0.21
-0.36 0.16 -0.19
0.11 -0.30 0.12
-0.12 0.13 -0.10
0.22 -0.25 0.06
0.06 -0.11 -0.01
-0.32 0.12 -0.47
0.24 -0.03 0.40
-0.22 -0.18 0.01
-0.15 -0.05 0.06
-0.33 -0.12 0.58
-0.13 0.03 0.12
0.09 0.04 0.01
-0.03 0.10 -0.11
0.13 0.05 0.00
-0.01 -0.06 0.09
-0.01 0.12 -0.02
-0.01 -0.01 -0.02
0.10 0.02 0.00
0.02 0.15 0.14
-0.09 0.27 -0.13
-0.05 -0.09 -0.12
0.37 0.15 0.28
0.10 0.07 0.08
-0.09 -0.18 -0.09
0.04 0.14 0.10
0.12 -0.11 -0.02
0.01 0.08 -0.05
0.01 -0.06 0.07
0.08 0.06 -0.12
0.07 -0.06 0.04
-0.24 -0.10 -0.07
0.02 0.00 -0.01
0.05 0.06 -0.06
-0.04 -0.08 -0.06
-0.01 0.01 -0.05
-0.01 -0.04 0.04
-0.07 0.00 -0.02
0.02 0.12 0.04
0.00 0.07 0.02
0.00 -0.02 0.00
-0.02 0.01 -0.03
-0.08 0.01 0.00
0.03 -0.01 -0.01
-0.03 0.02 0.04
0.02 -0.03 0.12
-0.02 -0.01 -0.03
0.07 0.02 -0.14
-0.08 -0.01 0.12
0.13 -0.05 -0.25
-0.05 0.15 0.08
0.04 -0.11 -0.05
-0.06 0.07 0.03
0.05 -0.07 -0.02
-0.01 0.04 -0.09
0.08 0.06 0.07
-0.02 -0.01 0.00
-0.01 0.03 0.06
0.04 -0.03 0.03
-0.02 0.07 0.06
0.03 -0.06 0.00
-0.03 0.00 0.03
0.00 -0.05 -0.02
-0.04 -0.03 0.06
0.01 0.01 -0.01
0.02 -0.01 -0.01
0.01 -0.01 0.03
-0.03 0.03 0.00
-0.03 -0.04 0.05
-0.06 0.00 -0.03
0.02 -0.01 -0.02
0.04 0.06 -0.09
-0.05 -0.02 0.08
-0.02 -0.05 -0.11
-0.02 0.14 0.04
0.11 -0.04 -0.05
-0.16 -0.02 -0.08
-0.02 0.08 0.11
-0.02 -0.16 -0.12
0.25 0.17 -0.23
-0.01 -0.02 -0.01
-0.03 0.00 0.04
0.04 0.00 0.03
-0.02 0.03 0.03
0.03 -0.01 0.00
-0.02 -0.04 0.01
0.03 -0.04 -0.02
-0.01 -0.06 0.09
0.00 0.04 -0.03
0.03 0.00 0.00
0.07 0.09 0.05
-0.02 0.00 0.00
0.14 -0.23 -0.45
-0.08 -0.08 -0.11
0.05 0.05 -0.01

As for the charge: -1.

---

No. 3
Entry from OMol25: a 8-piece molecular cluster, C22H59N3O14 overall (wB97M-V/def2-TZVPD).

CARTESIAN COORDINATES (ANGSTROEM)
C 9.395505 18.893319 6.328008
C 8.742412 19.156413 7.685389
C 9.491966 20.293516 8.403139
C 7.316920 19.603142 7.434709
C 6.396420 19.486323 8.678820
C 6.442526 18.012560 9.153184
C 7.883387 17.541887 9.515229
C 8.311588 18.108888 10.885742
C 7.888356 16.009476 9.716232
N 8.808168 17.863636 8.389511
O 10.152294 17.569365 8.758073
H 9.338838 19.660368 5.559986
H 10.419539 18.519179 6.426251
H 8.853147 18.071490 5.832818
H 9.070861 20.426559 9.415814
H 10.567930 20.202712 8.534876
H 9.272627 21.240364 7.898138
H 7.430022 20.604151 6.998073
H 6.784164 19.031396 6.672153
H 6.656803 20.174409 9.495463
H 5.358029 19.712970 8.376976
H 6.054221 17.403375 8.325579
H 5.782524 17.863333 10.027382
H 8.463982 19.167300 10.786225
H 9.230781 17.700736 11.239780
H 7.572296 17.817098 11.622777
H 7.600798 15.600782 8.729111
H 7.120973 15.777873 10.470592
H 8.779960 15.517403 10.062963
H 10.450937 18.199997 9.415308
N 10.081551 14.668142 7.512079
C 9.256830 14.027173 6.606381
N 8.316782 14.752250 5.980315
O 9.285940 12.815754 6.469377
H 10.108798 15.686018 7.583731
H 10.876843 14.108718 7.783471
H 7.569295 14.145178 5.632260
H 8.005862 15.672397 6.296350
O 12.129037 8.990710 8.144706
C 12.904066 9.975260 7.474561
C 12.119119 11.191194 7.302281
O 11.552746 11.734643 8.494570
H 11.428678 8.744351 7.531836
H 13.826110 10.107739 8.057772
H 13.195515 9.601062 6.487194
H 11.320121 10.922023 6.614555
H 12.723630 11.884733 6.701187
H 11.663304 10.982752 9.098993
O 8.908663 11.743860 9.257811
C 9.329421 11.880403 10.609991
C 8.179568 12.491835 11.327033
O 8.419330 12.742137 12.672781
H 9.652136 11.875399 8.621688
H 9.511847 10.913866 11.066565
H 10.231970 12.493214 10.738120
H 7.377469 11.777392 11.280949
H 7.964399 13.411581 10.701970
H 7.816646 13.443680 12.982415
O 13.202694 11.805708 14.739108
C 11.901932 11.710647 14.057786
C 11.193887 10.444411 14.089504
O 12.114284 9.559987 13.404823
H 13.686632 11.093975 14.285891
H 11.358011 12.536209 14.499564
H 12.042708 11.933333 12.993088
H 10.216543 10.570750 13.609365
H 11.024153 10.213334 15.145379
H 11.607533 8.750633 13.272246
O 6.423185 8.592045 13.856913
C 7.561213 8.672370 13.072613
C 8.486700 7.559494 13.403271
O 9.636796 7.722584 12.591012
H 6.461217 9.232730 14.580276
H 7.188647 8.620931 12.054621
H 8.053012 9.636137 13.207657
H 7.968754 6.620863 13.378672
H 8.822825 7.772996 14.430717
H 9.424998 7.296576 11.771374
O 6.023321 13.826237 13.988585
C 5.412622 13.019226 15.005225
C 6.476732 12.209650 15.634712
O 7.068060 11.271206 14.728837
H 5.302031 14.117457 13.421545
H 4.888629 13.595925 15.769635
H 4.718443 12.319695 14.579226
H 6.065297 11.576556 16.426198
H 7.262646 12.854784 16.088126
H 7.574342 11.692996 13.995043
O 7.785798 9.113306 9.564134
C 8.613012 8.005143 9.144422
C 8.710038 7.837998 7.656377
O 9.418593 8.900447 7.083143
H 8.372835 9.870944 9.435440
H 9.646815 8.214046 9.533914
H 8.296931 7.121969 9.692164
H 7.704615 7.885578 7.259362
H 9.233834 6.942554 7.400969
H 8.831840 9.621365 6.858784

Force components x, y, z for each atom (eV/Å):
-0.06 -1.25 -0.82
1.06 0.03 -0.54
-0.86 0.52 0.94
-0.94 0.19 0.60
0.04 -0.15 -0.21
0.49 0.41 -0.07
0.49 -0.51 0.82
-0.41 0.26 -0.94
-1.51 0.30 -1.03
-0.47 -0.34 0.46
-0.41 -0.52 -0.62
0.17 0.69 0.45
-0.06 0.38 0.06
0.03 0.00 0.34
0.17 0.02 -0.33
0.05 -0.27 -0.37
0.29 -0.17 -0.09
-0.45 -0.02 0.37
0.48 -0.37 -0.19
0.06 -0.13 -0.23
0.42 0.05 0.18
0.10 -0.09 0.20
0.34 -0.02 -0.36
-0.32 0.64 0.56
0.82 -0.51 0.03
-0.26 0.41 0.15
0.06 -0.35 0.65
-0.04 -0.04 -0.35
0.71 0.34 -0.10
-0.04 0.43 0.38
-0.30 0.14 -0.85
0.65 -0.22 1.99
-1.85 0.90 -0.94
0.48 -0.65 -0.35
0.15 -0.58 0.02
-0.04 0.26 0.16
0.51 0.54 0.10
0.52 -0.50 0.02
0.39 -0.19 0.26
1.02 -1.50 0.59
-0.80 1.18 -1.68
1.02 -0.51 -0.25
-0.47 0.04 0.09
-0.25 0.05 0.00
0.12 0.17 -0.04
-0.50 0.12 0.01
-0.09 0.51 0.67
-0.32 0.27 0.34
0.34 -0.15 -0.19
0.79 -0.08 -0.06
-0.83 1.09 -1.53
0.51 0.82 1.26
-0.38 -0.02 0.64
0.38 -0.53 0.02
-0.11 -0.03 -0.25
-0.83 -0.15 -0.51
-0.25 -0.76 0.99
0.18 -0.38 -0.13
-1.16 -1.36 -1.14
1.40 2.99 -0.14
0.65 -0.71 0.57
-1.42 -0.20 0.59
0.25 0.27 0.48
-0.49 0.02 0.01
0.18 0.28 0.04
0.20 -0.25 -0.23
0.03 -0.77 -0.03
0.18 -0.30 -0.27
-1.35 -0.10 1.26
-0.81 0.66 -0.58
0.87 1.70 1.20
0.43 -0.65 0.31
0.17 0.06 -0.33
0.40 -0.06 -0.50
0.24 -0.01 -0.13
0.08 -0.78 -0.29
-0.07 -0.54 -0.13
0.18 -0.17 -0.89
-0.59 0.13 0.15
0.19 0.08 -0.05
1.62 -0.72 0.34
0.06 0.21 -0.08
0.19 0.14 -0.13
0.07 0.35 -0.07
-0.55 -0.26 -0.50
-0.09 0.28 0.04
-0.41 -0.25 -0.24
-0.40 0.08 0.59
0.66 -1.01 -0.66
1.08 0.97 1.65
-1.04 0.70 0.45
1.05 0.47 -0.45
-0.41 0.67 -0.09
-0.52 -0.24 -0.40
-0.45 -0.32 -0.31
-0.39 -0.65 -0.23
0.13 -0.79 -0.19
-0.16 0.30 0.05

As for the SMILES: CC1(C)CCCC(C)(C)N1O.NC(N)=O.OCCO.OCCO.OCCO.OCCO.OCCO.OCCO.

---

The calculation returns the following Kohn-Sham gap values, one per record and in order: 3.331 5.905 9.525 eV.